DFT (ωB97M-V/def2-TZVPD) results for C16H28Cl2MgN4O8 as an isolated structure in a non-equilibrium geometry.

XYZ file:
```
59
Properties=species:S:1:pos:R:3:mulliken_charge:R:1
Mg 18.699 5.694 7.285 1.13
Cl 18.524 2.141 8.233 1.69
O 19.211 2.138 9.522 -0.67
O 19.366 1.475 7.228 -0.69
O 17.395 1.233 8.324 -0.69
O 18.114 3.466 7.811 -0.89
Cl 17.345 5.855 3.925 1.71
O 16.104 5.147 4.280 -0.70
O 16.960 7.183 3.991 -0.65
O 18.292 5.559 5.009 -0.88
O 17.824 5.466 2.660 -0.65
C 14.124 3.053 6.986 -1.02
C 13.680 4.254 7.817 -0.51
C 14.166 5.692 7.248 -0.58
C 15.559 6.015 7.431 0.53
N 16.727 6.274 7.549 -0.19
H 13.757 3.206 5.971 0.29
H 13.703 2.202 7.522 0.37
H 15.155 2.702 7.027 0.23
H 14.018 4.164 8.849 0.36
H 12.613 4.066 7.939 0.34
H 13.567 6.492 7.683 0.37
H 13.879 5.796 6.201 0.31
C 18.219 11.368 7.000 -0.97
C 19.743 11.298 6.634 -0.47
C 20.020 9.978 5.819 -0.72
C 19.543 8.773 6.500 0.39
N 19.144 7.796 7.016 -0.39
H 17.979 11.729 8.000 0.29
H 17.738 10.399 6.868 0.32
H 17.860 12.178 6.364 0.29
H 20.298 11.052 7.540 0.25
H 20.133 12.239 6.247 0.42
H 21.056 9.834 5.512 0.37
H 19.421 10.082 4.915 0.28
C 23.740 3.193 9.080 -0.72
C 23.367 2.759 7.620 -0.62
C 22.947 3.914 6.641 -0.62
C 21.679 4.625 6.892 0.46
N 20.677 5.201 7.010 0.00
H 24.562 3.907 9.126 0.35
H 24.070 2.280 9.576 0.35
H 22.815 3.542 9.539 -0.04
H 22.507 2.091 7.678 0.34
H 24.186 2.169 7.210 0.36
H 22.904 3.414 5.673 0.32
H 23.699 4.671 6.419 0.36
C 19.347 5.035 13.381 -1.19
C 20.545 4.684 12.486 -0.50
C 20.854 5.640 11.322 -0.44
C 19.849 5.786 10.248 0.43
N 19.101 5.917 9.414 -0.28
H 19.692 5.849 14.019 0.34
H 19.126 4.259 14.113 0.34
H 18.436 5.401 12.907 0.32
H 20.539 3.650 12.141 0.31
H 21.514 4.498 12.948 0.41
H 21.741 5.196 10.868 0.08
H 21.026 6.588 11.833 0.34
```

E in eV: -69862.3585
Relative energy (zero: lowest compared OMol25 entry of this formula, charge and spin) in kcal per mole: 68.1
HOMO-LUMO gap in eV: 8.78
Charge: 0
LUMO in eV: -0.107
HOMO level in eV: -8.885



DFT (ωB97M-V/def2-TZVPD) results for C16H28Cl2MnN6O5PS as an isolated structure.

XYZ file:
```
60
Properties=species:S:1:pos:R:3:mulliken_charge:R:1
Mn 0.310 0.564 0.523 0.22
N 0.937 -1.074 1.762 -0.20
C 0.313 -1.272 3.093 -0.15
C 0.490 -0.064 3.995 -0.93
C -0.362 1.126 3.590 -0.39
N 0.105 1.702 2.313 -0.32
H 0.734 -1.897 1.197 0.18
H 1.945 -1.096 1.886 0.16
H 0.737 -2.162 3.564 0.50
H -0.748 -1.455 2.939 -0.06
H 1.548 0.225 4.039 0.28
H 0.217 -0.352 5.012 0.43
H -0.334 1.887 4.375 0.45
H -1.392 0.816 3.452 0.07
H 1.025 2.114 2.450 0.34
H -0.490 2.492 2.079 0.20
Cl -4.444 -5.213 0.327 -0.21
C -3.629 -3.690 0.436 0.00
C -3.775 -2.908 1.583 -0.52
C -3.118 -1.706 1.692 0.49
Cl -3.390 -0.758 3.121 -0.22
C -2.246 -1.202 0.683 -0.72
O -1.590 -0.099 0.866 -0.39
C -2.205 -1.985 -0.504 1.61
C -1.609 -1.522 -1.734 -0.56
O -1.114 -0.426 -1.966 -0.63
C -2.869 -3.221 -0.599 -1.15
H -4.410 -3.244 2.391 0.47
H -1.645 -2.257 -2.558 0.32
H -2.795 -3.789 -1.519 0.41
C -1.865 4.083 -2.581 -1.24
C -0.490 3.991 -2.042 1.07
N 0.497 4.786 -2.302 -0.84
N 1.549 4.283 -1.580 0.22
C 1.243 3.192 -0.877 0.36
S 2.186 2.201 0.105 -0.46
N -0.069 3.001 -1.171 -0.01
N -0.772 1.928 -0.633 -0.10
H -1.922 4.933 -3.255 0.37
H -2.592 4.220 -1.779 0.31
H -2.128 3.176 -3.127 0.30
H 2.447 4.735 -1.621 0.18
H -1.567 2.252 -0.092 0.49
H -1.100 1.262 -1.351 0.51
C 1.944 -3.284 -1.838 -0.78
O 1.330 -2.290 -0.990 -0.44
P 1.630 -0.727 -1.165 1.31
O 3.247 -0.657 -1.040 -0.42
C 3.909 -0.762 0.217 -0.66
O 1.574 -0.592 -2.763 -0.59
C 1.555 0.689 -3.387 -0.50
H 3.015 -3.106 -1.921 0.31
H 1.490 -3.253 -2.826 0.26
H 1.760 -4.246 -1.370 0.28
H 4.960 -0.549 0.043 0.30
H 3.816 -1.775 0.618 0.29
H 3.527 -0.036 0.938 0.16
H 1.453 0.518 -4.455 0.35
H 2.484 1.228 -3.193 0.30
H 0.694 1.264 -3.048 0.01
```

E in eV: -112710.3404
Relative energy (zero: lowest compared OMol25 entry of this formula, charge and spin) in kcal per mole: 4.1
2S+1: 2
HOMO-LUMO gap (spin up / spin down) in eV: 7.98 / 7.95
Charge: +1
LUMO (spin up / spin down) in eV: -2.446 / -2.484
HOMO level (spin up / spin down) in eV: -10.426 / -10.431



DFT (ωB97M-V/def2-TZVPD) results for C16H28F12Mn2N4O16S4 as an isolated structure in a non-equilibrium geometry.

XYZ file:
```
82
Properties=species:S:1:pos:R:3:mulliken_charge:R:1
Mn 0.958 -2.583 2.148 0.89
Mn -2.614 1.026 2.187 0.97
C -0.092 0.125 -1.721 0.17
F -1.134 -0.664 -1.988 -0.12
F 0.976 -0.433 -2.233 -0.10
F -0.227 1.323 -2.282 -0.20
S 0.099 0.256 0.198 0.57
O 1.084 1.302 0.406 -0.70
O -1.227 0.665 0.676 0.43
O 0.435 -1.025 0.779 0.46
C -3.439 -2.879 0.542 0.54
F -2.966 -4.044 0.119 -0.23
F -3.100 -1.922 -0.303 -0.16
F -4.763 -3.001 0.576 -0.24
S -2.675 -2.546 2.251 0.97
O -1.293 -2.985 2.112 -0.77
O -2.770 -1.061 2.340 -0.49
O -3.425 -3.301 3.217 -0.59
C 3.106 -3.966 -1.433 0.67
F 3.437 -4.854 -2.377 -0.24
F 4.238 -3.435 -0.998 -0.21
F 2.254 -3.122 -2.022 -0.21
S 2.274 -4.875 -0.017 1.08
O 1.536 -3.766 0.642 -0.40
O 1.472 -5.943 -0.556 -0.65
O 3.417 -5.340 0.757 -0.70
C -0.774 -0.944 5.972 0.53
F -1.745 -0.207 6.497 -0.21
F 0.235 -0.997 6.802 -0.19
F -1.260 -2.152 5.742 -0.19
S -0.209 -0.179 4.350 1.07
O 0.141 -1.288 3.464 -0.01
O -1.361 0.528 3.793 -0.72
O 0.863 0.711 4.727 -0.60
C 3.801 1.423 -0.909 0.25
O 4.450 0.403 -0.968 -0.65
N 3.176 2.005 -1.966 0.27
C 2.527 3.297 -1.779 -1.05
C 3.162 1.546 -3.330 -0.94
H 3.705 2.113 -0.056 0.21
H 3.258 4.112 -1.745 0.41
H 2.020 3.447 -0.826 0.13
H 1.805 3.424 -2.582 0.39
H 2.180 1.225 -3.686 0.26
H 3.451 2.262 -4.103 0.36
H 3.811 0.670 -3.371 0.32
C -2.917 3.947 0.796 0.00
O -2.795 2.915 1.476 -0.71
N -1.940 4.517 0.127 0.25
C -2.066 5.881 -0.400 -0.96
C -0.555 4.079 0.287 -0.95
H -3.857 4.502 0.699 0.34
H -3.050 6.300 -0.594 0.30
H -1.411 6.086 -1.243 0.29
H -1.660 6.471 0.430 0.43
H -0.277 3.666 -0.682 0.34
H 0.112 4.918 0.477 0.33
H -0.537 3.302 1.042 0.15
C 3.964 -1.460 1.988 -0.03
O 2.778 -1.681 2.223 -0.83
N 4.525 -0.259 2.196 0.43
C 5.952 -0.044 2.182 -0.99
C 3.722 0.808 2.706 -0.81
H 4.649 -2.255 1.681 0.41
H 6.603 -0.917 2.112 0.35
H 6.238 0.403 3.136 0.34
H 6.248 0.587 1.343 0.28
H 3.751 1.751 2.158 0.30
H 2.666 0.546 2.678 -0.03
H 3.980 1.000 3.752 0.35
C -3.797 -0.976 -4.339 0.62
O -3.412 -0.590 -5.433 -0.66
N -5.011 -1.518 -4.182 0.06
C -6.035 -1.654 -5.209 -0.99
C -5.503 -2.142 -2.946 -0.52
H -3.174 -0.924 -3.439 0.01
H -6.975 -1.380 -4.724 0.35
H -6.162 -2.667 -5.591 0.29
H -5.884 -0.903 -5.982 0.34
H -4.732 -2.064 -2.178 -0.20
H -6.270 -1.483 -2.521 0.36
H -5.964 -3.116 -3.074 0.35
```

E in eV: -194361.6795
Relative energy (zero: lowest compared OMol25 entry of this formula, charge and spin) in kcal per mole: 0.0
2S+1: 11
HOMO-LUMO gap (spin up / spin down) in eV: 8.48 / 8.01
Charge: 0
LUMO (spin up / spin down) in eV: -0.812 / -1.289
HOMO level (spin up / spin down) in eV: -9.297 / -9.297



DFT (ωB97M-V/def2-TZVPD) results for C16H28IrN6O3Se as an isolated structure.

XYZ file:
```
55
Properties=species:S:1:pos:R:3:mulliken_charge:R:1
Ir -0.073 -0.284 0.008 1.48
N 0.004 -0.475 -2.085 -0.61
C 1.436 -0.328 -2.508 -0.74
C 2.323 -0.964 -1.449 -0.52
N 1.971 -0.293 -0.180 -0.63
C 2.553 -0.769 1.088 -0.53
C 1.823 -0.011 2.185 -0.78
N 0.356 -0.284 2.056 -0.62
H -0.300 -1.424 -2.298 0.35
H -0.594 0.152 -2.616 0.33
H 1.647 0.739 -2.571 0.35
H 1.595 -0.779 -3.487 0.46
H 3.379 -0.831 -1.689 0.48
H 2.123 -2.033 -1.355 0.17
H 2.181 0.715 -0.304 0.64
H 3.628 -0.586 1.130 0.47
H 2.381 -1.844 1.174 0.24
H 1.962 1.062 2.049 0.33
H 2.185 -0.285 3.175 0.47
H -0.182 0.374 2.614 0.35
H 0.156 -1.217 2.412 0.34
O 1.799 2.394 -0.758 -0.66
C 0.659 2.630 -0.375 -0.10
O -0.196 1.773 0.077 -0.46
H 0.265 3.656 -0.401 0.41
C -3.951 -4.091 2.431 -1.04
C -3.523 -4.275 0.981 -0.10
N -4.568 -3.957 0.004 0.19
C -5.329 -5.063 -0.590 -0.67
C -6.453 -5.570 0.301 -1.06
C -5.005 -2.704 -0.250 0.25
O -5.997 -2.439 -0.907 -0.63
C -4.193 -1.546 0.282 -0.43
C -4.792 -0.580 1.078 -0.20
C -4.059 0.536 1.448 -1.00
C -2.750 0.652 1.021 0.02
N -2.167 -0.282 0.254 -0.18
C -2.886 -1.351 -0.117 0.08
H -3.157 -4.429 3.099 0.41
H -4.849 -4.664 2.655 0.29
H -4.157 -3.043 2.655 0.23
H -3.245 -5.313 0.804 0.48
H -2.628 -3.687 0.779 -0.26
H -4.619 -5.860 -0.812 0.40
H -5.737 -4.701 -1.531 0.39
H -6.072 -5.999 1.228 0.27
H -7.015 -6.347 -0.217 0.40
H -7.141 -4.760 0.543 0.30
H -5.824 -0.698 1.382 0.54
H -4.493 1.319 2.053 0.46
H -2.144 1.517 1.250 0.41
H -2.391 -2.068 -0.757 0.85
Se 1.300 -4.873 0.001 -0.06
C 0.461 -3.337 0.052 0.00
N -0.098 -2.301 0.083 -0.54
```

E in eV: -100312.6010
Relative energy (zero: lowest compared OMol25 entry of this formula, charge and spin) in kcal per mole: 0.0
HOMO-LUMO gap in eV: 8.09
Charge: +1
LUMO in eV: -2.840
HOMO level in eV: -10.930